Entry 1:
{"formula": "C36H41AuNO2P2SbSe", "method": "the ωB97M-V functional and the def2-TZVPD basis", "elements": ["Au", "O", "O", "Se", "C", "C", "C", "N", "C", "C", "H", "H", "H", "H", "C", "P", "C", "C", "C", "C", "C", "C", "C", "C", "C", "C", "C", "C", "P", "C", "C", "C", "C", "C", "C", "C", "C", "C", "C", "C", "C", "H", "H", "H", "H", "H", "H", "H", "H", "H", "H", "H", "H", "H", "H", "H", "H", "H", "H", "H", "H", "H", "H", "C", "C", "Sb", "C", "C", "C", "C", "H", "H", "H", "H", "H", "H", "H", "H", "H", "H", "H", "H", "H", "H", "H"], "xyz": [[0.046, -0.385, 1.411], [-0.688, -0.334, 3.300], [-1.086, 1.050, 3.578], [-2.672, 1.725, -1.124], [-3.468, 2.574, -2.602], [-2.873, 3.687, -3.190], [-3.506, 4.272, -4.278], [-4.648, 3.816, -4.795], [-5.210, 2.749, -4.226], [-4.666, 2.094, -3.129], [-1.943, 4.087, -2.806], [-3.076, 5.142, -4.760], [-6.138, 2.404, -4.666], [-5.158, 1.234, -2.695], [2.178, -1.778, -0.939], [0.738, -0.635, -0.695], [1.299, 0.849, -1.547], [1.885, 0.766, -2.817], [2.298, 1.918, -3.465], [2.124, 3.156, -2.855], [1.547, 3.245, -1.597], [1.135, 2.094, -0.939], [-0.549, -1.417, -1.699], [-1.126, -0.784, -2.795], [-2.142, -1.416, -3.503], [-2.576, -2.675, -3.122], [-2.007, -3.309, -2.022], [-1.004, -2.679, -1.305], [3.788, -0.982, -0.600], [4.964, -1.433, -1.853], [4.846, -2.624, -2.576], [5.828, -2.954, -3.494], [6.904, -2.099, -3.708], [7.016, -0.911, -2.997], [6.045, -0.571, -2.070], [4.399, -1.424, 1.004], [5.656, -2.035, 1.138], [6.080, -2.428, 2.393], [5.287, -2.178, 3.510], [4.059, -1.533, 3.383], [3.618, -1.139, 2.137], [2.185, -2.054, -1.994], [2.066, -2.669, -0.324], [2.000, -0.194, -3.311], [2.750, 1.854, -4.446], [2.440, 4.056, -3.368], [1.418, 4.211, -1.125], [0.688, 2.156, 0.045], [-0.787, 0.200, -3.096], [-2.589, -0.918, -4.353], [-3.364, -3.167, -3.677], [-2.353, -4.289, -1.723], [-0.580, -3.165, -0.432], [4.020, -3.306, -2.411], [5.754, -3.884, -4.044], [7.660, -2.361, -4.437], [7.854, -0.248, -3.166], [6.121, 0.359, -1.517], [6.276, -2.224, 0.271], [7.033, -2.928, 2.502], [5.636, -2.477, 4.491], [3.455, -1.326, 4.257], [2.676, -0.614, 2.039], [-3.403, -2.074, 3.742], [-3.223, -1.058, 4.870], [-2.940, 0.905, 4.116], [-3.138, 2.467, 5.539], [-4.347, 2.258, 6.456], [-3.983, 1.222, 2.300], [-5.500, 1.072, 2.411], [-3.677, -3.039, 4.172], [-2.478, -2.192, 3.183], [-4.196, -1.791, 3.048], [-2.326, -1.242, 5.459], [-4.088, -1.014, 5.532], [-3.204, 3.390, 4.964], [-2.193, 2.462, 6.079], [-5.286, 2.220, 5.900], [-4.419, 3.089, 7.157], [-4.259, 1.343, 7.041], [-3.540, 0.501, 1.612], [-3.686, 2.220, 1.980], [-5.793, 0.093, 2.794], [-5.947, 1.185, 1.424], [-5.940, 1.833, 3.056]], "forces_ev_per_a": [[-0.032, -0.057, 0.106], [-0.148, -0.018, -0.039], [0.064, 0.195, 0.153], [-0.026, -0.005, 0.072], [0.058, -0.125, 0.096], [0.007, 0.079, -0.096], [-0.098, -0.082, -0.018], [0.061, -0.072, 0.130], [0.108, 0.079, 0.002], [-0.079, 0.050, -0.101], [-0.025, -0.008, -0.017], [-0.006, -0.002, 0.005], [0.011, 0.008, 0.001], [0.004, 0.020, -0.011], [-0.037, 0.315, 0.118], [-0.048, 0.020, -0.265], [-0.026, 0.084, -0.033], [-0.032, 0.017, 0.046], [0.018, -0.025, 0.014], [-0.004, 0.013, -0.008], [0.019, -0.006, 0.006], [0.049, -0.072, -0.051], [0.032, -0.067, 0.030], [0.052, 0.031, -0.041], [0.031, 0.064, -0.012], [-0.020, -0.036, 0.025], [0.003, 0.024, 0.001], [0.014, 0.033, -0.013], [0.076, -0.585, 0.068], [-0.031, 0.215, -0.061], [0.027, 0.010, -0.037], [0.023, -0.004, -0.037], [-0.031, -0.016, 0.010], [-0.022, 0.003, 0.003], [0.000, -0.036, 0.035], [-0.047, 0.240, -0.005], [-0.063, 0.025, 0.031], [0.002, 0.031, 0.056], [0.000, 0.007, -0.029], [0.058, 0.004, 0.022], [0.051, -0.090, -0.053], [0.029, -0.062, -0.021], [0.011, -0.053, 0.014], [-0.011, 0.043, -0.014], [-0.023, 0.001, 0.010], [0.005, -0.024, 0.018], [-0.001, -0.024, -0.005], [-0.025, 0.022, -0.013], [-0.009, -0.025, -0.035], [0.004, -0.015, 0.015], [0.022, 0.015, 0.004], [0.015, 0.013, 0.004], [-0.025, -0.007, -0.017], [0.022, 0.039, 0.004], [0.010, 0.027, 0.000], [-0.010, -0.006, 0.025], [-0.023, -0.017, -0.010], [0.008, -0.030, -0.015], [-0.040, -0.014, 0.010], [-0.013, 0.018, 0.020], [-0.014, -0.010, -0.026], [0.029, -0.011, -0.009], [-0.019, -0.018, -0.018], [-0.001, -0.011, 0.118], [-0.055, 0.213, -0.188], [0.158, -0.144, -0.111], [-0.161, -0.216, -0.071], [0.059, 0.053, -0.034], [-0.045, -0.082, 0.229], [0.041, 0.041, -0.003], [0.027, 0.013, -0.027], [0.003, 0.011, -0.019], [-0.015, 0.001, 0.024], [-0.022, -0.082, 0.059], [0.032, -0.004, 0.040], [0.008, 0.042, 0.023], [0.006, 0.045, 0.035], [0.025, 0.007, 0.004], [0.002, -0.012, -0.003], [0.006, 0.006, -0.006], [-0.029, 0.013, -0.038], [-0.006, 0.004, -0.055], [0.013, 0.008, -0.014], [-0.006, -0.006, 0.002], [0.025, -0.019, -0.006]], "total_energy_ha": -5061.0281, "s2": 2.023, "homo_energy_ev": [-13.122, -12.914], "largest_force_ha_per_bohr": 0.0115, "total_charge": 2, "multiplicity": 3, "de_lowest_kcal_mol": 12.2}

Entry 2:
{"formula": "C7H10", "method": "the ωB97M-V functional and the def2-TZVPD basis", "elements": ["C", "C", "C", "C", "C", "C", "C", "H", "H", "H", "H", "H", "H", "H", "H", "H", "H"], "xyz": [[0.675, -0.907, -0.727], [1.005, -0.645, 0.555], [0.412, 0.200, 1.651], [-0.584, -0.627, 1.018], [-1.479, -0.178, -0.107], [-1.016, 1.005, -0.891], [-0.611, -0.391, -1.324], [1.250, -1.624, -1.297], [0.776, 0.020, 2.656], [0.290, 1.256, 1.415], [-0.766, -1.633, 1.390], [-2.529, -0.450, -0.069], [-1.783, 1.483, -1.494], [-0.297, 1.709, -0.473], [-0.920, -0.731, -2.308], [2.740, 1.080, -0.175], [2.836, 0.432, 0.180]], "forces_ev_per_a": [[0.205, 0.018, -0.239], [-0.619, -0.630, -0.279], [-0.333, 0.045, 0.359], [-0.622, 0.240, 0.628], [-0.079, -0.023, 0.186], [0.015, 0.067, -0.036], [0.009, -0.318, -0.132], [0.616, 0.524, -0.558], [-0.055, -0.051, -0.014], [0.377, -0.110, 0.018], [-0.156, 0.277, 0.083], [0.161, 0.117, 0.005], [0.176, -0.134, 0.003], [-0.034, -0.310, -0.150], [-0.208, -0.106, 0.244], [0.331, 0.122, -0.036], [0.216, 0.271, -0.084]], "total_energy_ha": -272.4904, "homo_energy_ev": [-7.617, -7.616], "largest_force_ha_per_bohr": 0.0191, "total_charge": 0, "multiplicity": 1, "smiles": "C1=C2C[C@H]2[C@H]2C[C@@H]12.[H][H]", "de_lowest_kcal_mol": 142.8}

Entry 3:
{"formula": "C19H28N2O3S", "method": "the ωB97M-V functional and the def2-TZVPD basis", "elements": ["C", "C", "C", "C", "N", "C", "C", "C", "O", "N", "C", "C", "C", "C", "C", "C", "S", "O", "O", "C", "C", "C", "C", "C", "C", "H", "H", "H", "H", "H", "H", "H", "H", "H", "H", "H", "H", "H", "H", "H", "H", "H", "H", "H", "H", "H", "H", "H", "H", "H", "H", "H", "H"], "xyz": [[2.577, -2.662, 2.790], [1.932, -2.295, 1.690], [0.944, -3.198, 1.007], [-0.491, -2.910, 1.473], [-1.052, -1.717, 0.888], [-1.468, -1.758, -0.508], [-2.908, -1.265, -0.628], [-0.463, -1.029, -1.413], [0.518, -1.619, -1.841], [-0.756, 0.237, -1.735], [0.114, 0.991, -2.614], [-0.569, 2.228, -3.194], [-0.473, 3.476, -2.313], [-1.420, 3.553, -1.112], [-2.903, 3.700, -1.487], [-3.692, 2.400, -1.378], [-0.470, -0.295, 1.507], [-0.419, -0.451, 2.930], [-1.295, 0.764, 0.981], [1.208, -0.013, 0.929], [1.502, 1.246, 0.445], [2.795, 1.558, 0.060], [3.789, 0.601, 0.181], [3.494, -0.645, 0.701], [2.197, -0.973, 1.091], [3.271, -2.006, 3.285], [2.410, -3.622, 3.248], [1.185, -4.235, 1.249], [1.004, -3.065, -0.076], [-0.509, -2.755, 2.553], [-1.146, -3.750, 1.224], [-1.421, -2.807, -0.825], [-3.022, -0.312, -0.123], [-3.191, -1.169, -1.674], [-3.573, -1.979, -0.148], [-1.409, 0.746, -1.157], [0.406, 0.304, -3.415], [1.032, 1.280, -2.087], [-0.076, 2.455, -4.142], [-1.610, 2.000, -3.418], [0.556, 3.562, -1.953], [-0.664, 4.350, -2.942], [-1.298, 2.690, -0.456], [-1.120, 4.431, -0.534], [-3.365, 4.427, -0.817], [-2.988, 4.098, -2.502], [-3.359, 1.665, -2.107], [-4.751, 2.586, -1.549], [-3.576, 1.981, -0.381], [0.707, 1.973, 0.388], [3.024, 2.540, -0.325], [4.800, 0.831, -0.121], [4.271, -1.387, 0.809]], "forces_ev_per_a": [[-0.003, 0.048, -0.067], [0.190, -0.360, 0.050], [-0.265, -0.152, 0.130], [0.399, -0.553, 0.304], [0.353, 0.977, 0.455], [-0.360, 0.256, -0.368], [0.125, -0.170, -0.074], [-0.184, -0.449, -0.249], [0.130, -0.073, -0.087], [-0.067, 0.440, -0.137], [0.068, -0.101, -0.325], [0.234, 0.102, 0.170], [-0.141, -0.082, 0.014], [0.022, 0.240, -0.230], [0.035, -0.148, 0.150], [-0.011, 0.262, -0.061], [-0.438, 0.125, 0.449], [0.233, -0.211, -0.076], [0.176, -0.099, -0.063], [-0.506, -0.023, 0.108], [-0.080, 0.159, -0.042], [0.016, -0.029, 0.050], [-0.023, 0.118, -0.015], [-0.168, -0.047, 0.048], [0.316, 0.044, 0.027], [0.118, 0.187, 0.080], [-0.046, -0.254, 0.026], [0.018, -0.002, 0.007], [0.000, -0.113, 0.021], [-0.021, -0.287, -0.066], [-0.025, 0.123, 0.003], [0.145, 0.240, 0.087], [-0.089, 0.073, -0.059], [-0.084, 0.018, -0.093], [-0.053, -0.054, 0.053], [-0.023, -0.176, -0.065], [0.030, 0.127, 0.117], [-0.030, -0.057, -0.122], [-0.056, -0.047, -0.018], [-0.083, -0.032, -0.148], [0.086, 0.050, -0.055], [0.057, 0.055, 0.043], [0.055, 0.015, 0.124], [0.027, -0.081, 0.087], [-0.012, 0.051, -0.073], [-0.021, 0.095, -0.015], [0.016, -0.157, -0.056], [-0.105, -0.092, -0.016], [-0.022, -0.108, 0.108], [-0.055, 0.141, -0.075], [-0.004, 0.082, -0.033], [0.086, 0.015, -0.027], [0.037, -0.083, 0.003]], "total_energy_ha": -1474.2096, "homo_energy_ev": -9.278, "largest_force_ha_per_bohr": 0.0221, "total_charge": 0, "multiplicity": 1, "smiles": "C=C1CCN([C@@H](C)C(=O)NCCCCCC)S(=O)(=O)c2ccccc21", "de_lowest_kcal_mol": 27.8}

Entry 4:
{"formula": "C32H28GeKN3O3S2", "method": "the ωB97M-V functional and the def2-TZVPD basis", "elements": ["K", "C", "N", "C", "C", "C", "C", "C", "C", "C", "C", "H", "H", "H", "H", "H", "H", "H", "H", "H", "H", "H", "H", "S", "C", "C", "N", "C", "S", "C", "N", "Ge", "C", "C", "C", "C", "C", "C", "C", "C", "C", "C", "C", "C", "H", "H", "H", "H", "H", "H", "H", "H", "H", "H", "H", "O", "C", "C", "C", "C", "C", "C", "C", "O", "O", "H", "H", "H", "H", "H"], "xyz": [[-0.614, 0.131, -1.666], [-2.179, 2.763, 0.574], [-2.163, 1.317, 0.684], [-1.682, 0.922, 1.993], [-3.499, 0.747, 0.465], [-4.106, 1.087, -0.881], [-5.229, 1.916, -0.893], [-5.836, 2.265, -2.093], [-5.294, 1.772, -3.272], [-4.168, 0.949, -3.229], [-3.514, 0.551, -2.047], [-2.862, 3.225, 1.312], [-2.510, 3.056, -0.421], [-1.173, 3.151, 0.743], [-2.363, 1.254, 2.800], [-0.702, 1.362, 2.181], [-1.589, -0.163, 2.048], [-4.170, 1.085, 1.281], [-3.397, -0.337, 0.553], [-5.632, 2.296, 0.044], [-6.710, 2.909, -2.105], [-5.747, 2.031, -4.227], [-3.788, 0.598, -4.189], [1.753, -3.414, -1.350], [2.278, -3.585, 0.245], [3.095, -4.752, 0.532], [3.741, -5.683, 0.734], [1.984, -2.784, 1.329], [0.931, -1.374, 1.140], [2.428, -3.107, 2.638], [2.787, -3.322, 3.715], [2.232, 0.260, 1.934], [2.142, 0.233, 3.892], [3.184, 0.752, 4.658], [3.106, 0.771, 6.045], [1.981, 0.270, 6.684], [0.937, -0.250, 5.932], [1.021, -0.270, 4.547], [4.096, 0.102, 1.417], [4.630, 0.950, 0.447], [5.969, 0.856, 0.095], [6.782, -0.094, 0.696], [6.257, -0.949, 1.657], [4.921, -0.847, 2.020], [1.609, 1.545, 1.389], [4.074, 1.132, 4.170], [3.929, 1.168, 6.628], [1.922, 0.275, 7.766], [0.063, -0.657, 6.425], [0.217, -0.707, 3.965], [3.977, 1.648, -0.061], [6.363, 1.500, -0.683], [7.821, -0.184, 0.401], [6.882, -1.706, 2.116], [4.523, -1.520, 2.773], [3.790, 3.007, -3.305], [4.343, 1.751, -3.225], [5.665, 1.522, -3.589], [6.201, 0.243, -3.494], [5.416, -0.799, -3.026], [4.098, -0.554, -2.660], [3.541, 0.715, -2.761], [2.079, 0.920, -2.381], [1.243, 0.766, -3.295], [1.849, 1.177, -1.177], [4.445, 3.600, -3.686], [6.272, 2.348, -3.950], [7.231, 0.072, -3.782], [5.823, -1.797, -2.933], [3.477, -1.362, -2.284]], "forces_ev_per_a": [[-0.300, -0.207, 0.254], [-0.007, 0.003, -0.025], [-0.051, -0.030, 0.042], [-0.014, 0.034, 0.009], [0.024, 0.026, -0.017], [-0.017, -0.033, -0.002], [0.007, -0.011, 0.017], [-0.012, 0.003, -0.009], [0.006, -0.017, -0.005], [-0.041, 0.010, 0.017], [0.035, 0.058, -0.020], [0.007, 0.001, 0.011], [0.000, -0.001, -0.005], [0.011, 0.005, -0.007], [0.006, 0.009, 0.002], [0.026, -0.010, 0.001], [-0.011, -0.011, 0.006], [-0.009, 0.003, -0.001], [-0.002, -0.011, -0.011], [-0.004, 0.007, -0.006], [0.004, -0.001, -0.002], [-0.004, 0.005, 0.003], [0.013, -0.007, -0.001], [0.024, 0.009, -0.067], [-0.078, -0.057, 0.127], [0.012, 0.028, -0.032], [0.007, -0.004, -0.001], [0.013, 0.044, -0.076], [-0.004, -0.075, 0.071], [-0.021, -0.010, -0.017], [0.004, 0.001, 0.018], [-0.002, 0.033, -0.258], [-0.050, -0.001, 0.042], [-0.022, -0.003, 0.019], [0.014, 0.008, -0.012], [-0.013, -0.002, 0.013], [0.005, -0.008, 0.000], [0.033, -0.001, 0.018], [0.030, -0.052, 0.038], [-0.035, -0.008, 0.012], [-0.002, -0.007, -0.027], [-0.006, -0.008, 0.013], [-0.015, 0.013, -0.018], [0.018, -0.007, 0.018], [0.001, 0.036, 0.092], [0.010, 0.000, -0.010], [0.004, 0.000, -0.002], [0.001, 0.003, 0.002], [-0.005, 0.002, 0.006], [-0.007, -0.002, 0.000], [-0.009, 0.020, -0.012], [0.010, -0.002, -0.001], [0.008, 0.004, -0.002], [0.008, -0.001, 0.003], [0.016, 0.029, -0.010], [0.022, 0.030, -0.021], [0.017, 0.026, 0.003], [-0.017, -0.011, -0.004], [-0.009, 0.005, 0.003], [0.012, 0.022, 0.012], [-0.023, 0.023, -0.009], [-0.011, -0.132, -0.028], [0.135, 0.083, -0.068], [0.228, 0.089, -0.204], [0.021, 0.102, 0.089], [-0.024, -0.023, 0.023], [0.006, 0.003, 0.000], [0.007, -0.004, 0.003], [0.007, -0.012, 0.003], [0.015, -0.008, -0.002]], "total_energy_ha": -5099.5010, "homo_energy_ev": -1.805, "largest_force_ha_per_bohr": 0.0086, "total_charge": -2, "multiplicity": 1, "de_lowest_kcal_mol": 0.0}

Entry 5:
{"formula": "C3H10N4O", "method": "the ωB97M-V functional and the def2-TZVPD basis", "elements": ["H", "N", "C", "C", "O", "C", "N", "N", "N", "H", "H", "H", "H", "H", "H", "H", "H", "H"], "xyz": [[2.308, -1.076, -0.907], [1.920, -0.238, -1.334], [0.724, 0.030, -0.967], [0.052, 1.197, -1.665], [-1.316, 1.383, -1.383], [-0.221, -0.982, -0.288], [-0.757, -0.288, 0.878], [-1.123, -1.179, 1.859], [0.463, 0.659, 1.177], [0.129, 1.042, -2.744], [0.633, 2.098, -1.421], [-1.456, 1.256, -0.437], [0.360, -1.877, -0.005], [-1.062, -1.247, -0.928], [-0.367, -1.755, 2.241], [-1.667, -0.730, 2.587], [0.159, 1.509, 1.649], [1.221, 0.199, 1.688]], "forces_ev_per_a": [[-0.270, -0.151, -0.007], [-0.366, 0.605, 0.487], [-0.083, -1.830, -1.942], [0.376, 0.633, 0.180], [-0.150, -0.094, 0.036], [0.539, 0.543, -0.023], [2.375, 1.844, 0.468], [-0.276, -0.290, 0.511], [-1.638, -0.657, 0.447], [0.052, -0.074, 0.149], [-0.067, -0.121, -0.092], [-0.037, -0.050, 0.034], [-0.154, 0.110, -0.038], [0.150, -0.182, -0.128], [-0.077, 0.299, -0.125], [0.221, -0.075, -0.148], [-0.160, -0.474, 0.193], [-0.435, -0.035, 0.000]], "total_energy_ha": -414.4596, "homo_energy_ev": -9.305, "largest_force_ha_per_bohr": 0.0592, "total_charge": 0, "multiplicity": 1, "smiles": "[H]/N=C(/CO)CN(N)N", "de_lowest_kcal_mol": 96.4}

Entry 6:
{"formula": "HNO2", "method": "the ωB97M-V functional and the def2-TZVPD basis", "elements": ["O", "N", "O", "H"], "xyz": [[1.133, 0.844, 0.586], [0.546, 0.037, -0.202], [-0.749, 0.017, 0.070], [-0.931, -0.898, -0.454]], "forces_ev_per_a": [[-2.446, -3.447, -3.801], [3.973, 4.215, 4.098], [-1.141, -3.843, -1.913], [-0.386, 3.076, 1.615]], "total_energy_ha": -205.7176, "homo_energy_ev": -10.831, "largest_force_ha_per_bohr": 0.1380, "total_charge": 0, "multiplicity": 1, "smiles": "O=NO", "de_lowest_kcal_mol": 16.0}